The molecule C3H5N3. Source: the Open Molecules 2025 dataset; level of theory: the ωB97M-V functional and the def2-TZVPD basis.

ORCA input file:
```
! wB97M-V def2-TZVPD RIJCOSX def2/J DEFGRID3
* xyz 0 1
N 1.01 1.40 -0.58
C 0.25 0.27 -0.20
C -0.62 0.28 0.88
H 0.70 -1.52 -1.60
H 0.84 1.70 -1.53
H -1.89 -0.79 1.94
C 0.20 -1.04 -0.75
H 2.00 1.31 -0.41
N -0.54 -1.97 -0.28
N -1.24 -0.85 1.13
H -0.76 1.20 1.46
*
```

As for the energy above the lowest of the compared OMol25 structures with the same formula, charge and spin: 75.5 kcal/mol. The value obtained for the strongest force on any atom is 0.071 hartree/bohr. The value obtained for the HOMO-LUMO gap is 8.6 eV.